Computed, not measured: a structure of composition C50H57F48N3O10 in a non-equilibrium geometry, with ωB97M-V/def2-TZVPD.

XYZ file:
```
168
Properties=species:S:1:pos:R:3:forces:R:3:lowdin_charge:R:1
C -3.21752 -7.04807 0.86835 -0.1 -0.6 -0.6 -0.06
C -2.19192 -5.91636 0.74529 -1.9 -0.7 -0.2 -0.45
C -1.43178 -6.11506 -0.57775 1.6 -0.1 -0.1 -0.29
F -2.25605 -6.43807 -1.60933 0.0 0.3 0.5 0.09
F -0.70493 -5.02020 -0.93051 -0.6 0.1 0.2 0.09
F -2.88010 -4.74804 0.75109 0.5 0.2 0.1 0.12
F -1.36254 -5.96715 1.80719 0.4 0.4 -0.2 0.13
O -3.92578 -7.02438 2.09931 -0.2 0.4 0.6 0.04
C -5.29324 -7.05297 1.98366 1.3 -1.1 -1.0 -0.52
C -5.93796 -7.20287 3.36973 0.2 1.3 0.8 -0.29
F -7.22901 -7.58008 3.27138 0.3 -0.2 -0.3 0.11
F -5.24129 -8.10868 4.08681 -0.2 -0.3 -0.3 0.11
F -5.69282 -5.98873 1.25775 -0.7 0.0 0.5 0.15
F -5.63983 -8.16346 1.26901 -0.3 0.1 -0.1 0.13
H -2.70926 -8.00814 0.75809 0.1 0.0 0.3 0.15
H -3.90107 -7.01177 0.02191 0.0 0.3 0.0 0.14
H -0.67923 -6.90634 -0.45259 -0.4 -0.2 0.0 0.18
H -5.90275 -6.26152 3.92981 0.0 0.0 -0.2 0.17
C 5.09445 -2.90872 -2.32615 0.5 -2.1 -0.5 -0.06
C 4.49872 -4.08547 -1.57324 0.3 -0.5 0.2 -0.40
C 3.81450 -3.66576 -0.27038 -1.3 -1.5 -0.6 -0.29
F 3.33965 -4.70073 0.44628 0.6 -0.6 0.2 0.11
F 4.62225 -2.87392 0.50379 -0.7 -5.5 0.4 0.00
F 3.59465 -4.73105 -2.35765 -0.2 0.1 0.3 0.13
F 5.47577 -5.00570 -1.32280 0.2 0.4 0.0 0.12
O 4.22296 -1.81190 -2.48391 -2.7 -2.7 -2.5 -0.11
C 3.11388 -1.90838 -3.32275 -0.4 -0.8 2.0 -0.49
C 2.72000 -0.46520 -3.64069 1.1 1.4 -2.2 -0.25
F 1.57538 -0.36541 -4.36209 -0.2 -0.8 0.6 0.10
F 2.64352 0.32327 -2.55156 0.4 -0.7 -0.5 0.07
F 3.36366 -2.67580 -4.38128 0.0 0.5 -0.5 0.19
F 2.11547 -2.50709 -2.62805 -0.7 -1.1 -2.9 0.10
H 5.49939 -3.24194 -3.28563 -0.4 -0.3 -0.1 0.17
H 5.99835 -2.57708 -1.81441 -1.0 -0.4 0.1 0.11
H 2.97208 -3.00911 -0.51219 0.3 -1.9 0.0 0.07
H 3.46790 -0.00594 -4.29841 0.3 -0.3 0.2 0.18
C 4.80083 -5.19683 4.76076 1.3 0.1 0.6 -0.05
C 6.13593 -5.47556 4.04831 -0.8 1.2 -0.3 -0.43
C 5.99730 -6.42936 2.85756 1.2 -1.5 -0.5 -0.29
F 5.30874 -7.56229 3.19335 -0.3 0.4 0.5 0.08
F 5.40449 -5.91671 1.76722 0.0 0.5 0.4 0.10
F 6.68677 -4.30998 3.58999 -0.3 -0.2 -0.3 0.11
F 7.05295 -5.95211 4.92355 -0.5 -0.6 0.0 0.12
O 3.84114 -4.63826 3.89597 0.0 0.1 -0.2 0.04
C 3.49681 -3.32488 4.12188 -0.7 -1.7 -0.2 -0.53
C 2.42502 -2.99458 3.08122 1.1 0.0 -0.4 -0.23
F 1.46962 -3.92917 2.96489 5.7 -3.8 1.7 0.09
F 1.88366 -1.76520 3.28350 5.7 -14.3 12.8 0.03
F 3.03660 -3.19410 5.38228 0.1 0.4 0.2 0.16
F 4.54133 -2.51045 3.95408 0.2 0.5 0.2 0.17
H 5.03509 -4.51635 5.58167 0.0 -0.1 0.1 0.15
H 4.48351 -6.15590 5.16956 -0.4 0.1 -0.1 0.15
H 6.99672 -6.80207 2.60223 0.0 0.4 -0.2 0.17
H 2.93829 -2.90469 2.11852 0.0 -0.2 0.0 0.15
C -3.79719 7.06699 3.01821 0.2 0.9 0.2 -0.05
C -5.05329 6.78052 3.83648 -0.2 -1.3 -0.8 -0.41
C -5.41184 7.91126 4.79487 1.8 0.4 1.4 -0.31
F -5.27539 9.12593 4.18568 -0.8 -0.3 -0.3 0.08
F -6.59914 7.77530 5.40406 -0.1 0.0 -0.8 0.12
F -6.13532 6.47129 3.06431 0.5 0.3 0.1 0.13
F -4.77199 5.64788 4.56392 -0.5 0.5 0.3 0.09
O -3.34825 5.93063 2.29005 0.0 0.0 -0.6 0.02
C -2.83194 6.21236 1.04478 -1.7 0.2 0.2 -0.52
C -2.07620 5.00466 0.50661 1.7 -0.3 -0.2 -0.29
F -2.76818 3.85382 0.64741 -0.3 0.4 -0.1 0.10
F -1.77642 5.19393 -0.80586 -0.6 0.1 0.1 0.09
F -3.85525 6.53617 0.19722 0.3 -0.1 0.1 0.14
F -2.04217 7.30115 1.09197 0.4 -0.2 -0.1 0.15
H -2.97118 7.32631 3.68277 -0.3 0.1 0.3 0.16
H -3.98670 7.95802 2.41767 0.0 -0.3 -0.4 0.15
H -4.63589 7.92696 5.57480 -0.2 -0.2 0.0 0.17
H -1.10450 4.89745 0.99889 -0.3 0.0 0.4 0.14
C -4.19502 2.06544 -3.81979 -0.4 0.7 -0.1 -0.02
C -3.39131 3.29780 -3.41158 0.4 -0.6 0.2 -0.46
C -2.64620 3.96719 -4.56275 -1.5 1.1 -0.6 -0.30
F -1.85807 4.97357 -4.12880 0.3 -0.4 0.2 0.11
F -1.94144 3.05587 -5.25584 0.5 -0.3 0.2 0.11
F -4.22124 4.18004 -2.82120 0.0 0.4 -0.1 0.14
F -2.47001 2.91462 -2.49747 -0.1 -0.1 0.2 0.11
O -5.04384 2.49465 -4.89471 0.0 -0.2 -0.5 0.03
C -6.18692 1.79355 -5.11903 0.2 -0.9 -0.6 -0.55
C -6.63626 2.04042 -6.57462 -0.6 1.4 -0.2 -0.29
F -5.75864 1.55307 -7.47409 0.0 0.0 0.4 0.11
F -7.86661 1.53914 -6.85011 0.4 -0.5 0.4 0.09
F -6.01955 0.45709 -4.92965 0.1 0.2 0.2 0.14
F -7.17394 2.18035 -4.29219 -0.1 0.1 0.2 0.16
H -4.84572 1.82012 -2.98223 0.4 -0.4 0.2 0.16
H -3.51509 1.28269 -4.14604 -0.2 -0.2 0.1 0.15
H -3.37387 4.41283 -5.24616 0.0 -0.1 0.0 0.17
H -6.76349 3.12750 -6.67350 0.5 -0.1 -0.2 0.17
C 0.30026 1.32805 0.61571 0.6 0.0 0.7 -0.03
C 0.78905 1.85982 -0.74135 -0.7 0.2 1.7 -0.40
C 0.21898 1.08604 -1.91818 0.6 -1.5 -0.8 -0.29
F -1.10555 0.84186 -1.83042 0.0 0.5 0.3 0.11
F 0.47463 1.66177 -3.12735 -0.4 0.6 0.9 0.07
F 0.45373 3.17941 -0.72858 0.1 0.0 -0.5 0.11
F 2.14349 1.76969 -0.76929 -0.2 0.3 -0.1 0.10
O 0.29675 -0.09573 0.57032 -1.1 -0.4 -0.6 0.04
C 0.28582 -0.74896 1.75812 0.3 2.3 -0.3 -0.49
C -0.01815 -2.20302 1.54484 0.7 -2.3 -1.0 -0.24
F 0.04323 -2.91221 2.70746 -7.1 4.4 -1.7 0.04
F -1.15799 -2.47381 0.87023 -0.3 0.7 0.7 0.12
F 1.51839 -0.66069 2.31846 -5.5 14.2 -11.8 0.08
F -0.57347 -0.15776 2.63459 -0.1 -0.3 0.1 0.15
H -0.63552 1.79643 0.92450 -0.4 -0.4 -0.5 0.12
H 0.99391 1.61727 1.40995 0.3 0.4 -0.4 0.15
H 0.74903 0.12796 -1.94421 -0.5 0.1 0.4 0.14
H 0.76960 -2.63285 0.91025 0.2 0.3 0.0 0.17
O 5.83445 4.02545 -4.39439 0.2 0.0 0.0 0.14
C 5.10643 4.37756 -3.52336 -0.2 0.2 -0.1 -0.47
O 5.52117 5.23214 -2.53883 0.3 0.0 0.1 0.02
C 4.45567 5.49686 -1.62539 -0.4 0.7 0.0 -0.17
C 3.52883 4.32290 -1.79440 -0.8 -0.3 0.7 -0.17
C 3.65119 4.01435 -3.27777 0.2 -0.1 1.0 -0.06
H 3.98766 6.44643 -1.91074 -0.1 -0.1 -0.2 0.13
H 4.80881 5.67131 -0.60954 0.4 -0.4 -0.1 0.12
H 2.50041 4.50624 -1.47712 0.1 0.3 -0.1 0.11
H 3.84168 3.47856 -1.17407 0.3 0.1 -0.2 0.10
H 2.97103 4.68346 -3.80590 0.2 -0.2 -0.4 0.14
H 3.45951 2.96511 -3.47741 -0.1 0.1 -0.5 0.11
O 4.19892 3.02558 -6.64864 0.2 -0.2 -0.2 0.14
C 3.02047 2.85402 -6.64357 0.0 0.4 -0.5 -0.48
O 2.39215 2.25279 -5.60976 -0.1 0.0 0.2 -0.01
C 0.96858 2.29689 -5.78862 -0.3 0.3 0.3 -0.18
C 0.68919 3.33794 -6.84401 0.1 0.0 -1.3 -0.16
C 1.99232 3.31698 -7.67948 -0.6 0.5 0.8 -0.05
H 0.50276 2.61943 -4.86094 0.2 -0.5 -0.2 0.10
H 0.68170 1.29131 -6.09231 -0.4 0.1 0.1 0.13
H 0.45945 4.32994 -6.45533 0.4 0.0 0.3 0.11
H -0.19334 3.08264 -7.43153 0.1 -0.2 0.0 0.11
H 2.26808 4.30815 -8.03059 0.1 -0.1 -0.1 0.12
H 1.90856 2.64697 -8.53304 0.3 -0.2 0.1 0.12
C -3.85087 -3.25380 5.10173 -0.4 1.1 -0.7 -0.10
C -2.50222 -2.99874 4.42360 -0.1 -0.2 0.4 -0.24
C -1.45979 -2.32760 5.33247 0.0 0.1 0.4 -0.18
C -1.95108 -1.19451 6.12551 -0.4 0.0 -0.2 -0.23
N -2.34268 -0.31447 6.75192 0.0 0.0 0.0 0.15
H -4.34645 -2.28471 5.22145 0.1 0.0 0.4 0.07
H -3.82780 -3.73361 6.07718 0.2 -0.2 -0.1 0.08
H -4.52735 -3.75435 4.40668 0.2 -0.5 0.2 0.06
H -2.64103 -2.36627 3.54616 -0.1 0.0 0.0 0.10
H -2.09558 -3.94468 4.06595 0.2 0.1 0.0 0.10
H -0.62617 -1.93181 4.75469 0.1 -0.3 0.0 0.09
H -1.07910 -3.02684 6.08031 0.1 -0.2 -0.2 0.13
C -3.55494 1.28116 2.66403 -0.7 -0.1 -0.1 -0.10
C -3.41702 1.87569 4.07223 1.4 -0.3 -0.5 -0.22
C -2.95660 3.34432 4.07747 0.1 0.2 -0.8 -0.18
C -1.59645 3.57061 3.56488 0.1 -0.7 0.2 -0.21
N -0.53341 3.72348 3.15532 0.0 0.1 -0.1 0.16
H -2.70640 1.42076 1.99379 0.0 0.5 0.1 0.05
H -4.47327 1.68209 2.22820 0.2 0.2 -0.4 0.08
H -3.69858 0.19795 2.63945 0.0 0.0 0.5 0.07
H -2.62432 1.33009 4.58776 -0.4 -0.2 0.4 0.08
H -4.35854 1.77942 4.60564 0.1 0.0 0.2 0.11
H -2.97821 3.78742 5.07149 -0.3 0.0 0.0 0.12
H -3.53246 3.93520 3.36384 -0.5 0.0 0.4 0.09
C 6.09583 -0.58632 -1.87241 2.3 1.9 -0.6 -0.11
C 5.46721 0.17225 -0.72364 0.7 0.0 0.4 -0.18
C 4.76796 -0.75234 0.30047 1.0 2.6 -0.9 -0.10
C 3.51215 -1.20973 -0.28573 -0.5 2.6 1.2 -0.14
N 2.57767 -1.58532 -0.83461 -1.1 3.3 3.8 0.21
H 5.33813 -1.01002 -2.53383 2.6 2.2 0.4 0.01
H 6.81474 -1.33495 -1.52802 0.0 0.4 0.4 0.08
H 6.75965 0.04598 -2.46860 -0.2 0.5 0.1 0.10
H 4.77589 0.93815 -1.07202 0.1 0.1 0.0 0.10
H 6.30736 0.63460 -0.19841 -0.3 0.3 0.2 0.12
H 4.62940 -0.18694 1.22059 -0.5 -0.1 0.1 0.14
H 5.41026 -1.60865 0.50748 0.6 2.3 0.0 0.12
```
Positions in Å, forces in eV/Å.

Values from the calculation:
spin multiplicity = 1
strongest force on any atom = 19.96 eV/A
total charge = 0
total energy = -7649.238294 a.u.
orbital gap = 10.1 eV
LUMO = 0.4 eV